Entry from the Open Molecules 2025 dataset: C29H41F5OP2Yb as an isolated structure at a distorted geometry (ωB97M-V with the def2-TZVPD basis set).

```
79
Properties=species:S:1:pos:R:3:forces:R:3:lowdin_charge:R:1
O -0.56796 1.77991 0.38451 -0.3 0.4 0.2 -0.223
H 3.35730 -0.78471 1.04875 0.0 -0.2 -0.1 0.080
H -1.02179 -0.35997 -3.57881 -3.0 -0.5 -0.1 -0.041
F -1.12836 4.12594 -1.31912 0.3 -0.5 -0.2 -0.009
F -1.36360 4.57980 4.11261 0.2 0.0 -0.7 0.105
C -1.78757 -0.75710 2.46364 -0.5 0.2 0.1 -0.006
H -4.47768 1.21932 -2.44792 0.8 0.1 0.0 0.055
H 2.65147 0.45016 -1.22745 0.3 -0.8 0.0 0.024
Yb 0.58725 -0.68123 -2.68802 -0.6 -0.7 5.5 1.263
C -3.62144 1.81172 -2.84472 -0.1 -0.4 -0.7 -0.273
P -2.08009 1.17185 -1.94481 0.4 0.0 1.6 1.010
C -0.69528 -1.21986 1.59472 2.2 1.5 1.2 -0.175
H 3.26202 -2.46601 1.56181 -0.3 0.2 -0.3 0.115
H -1.66592 -1.60252 -5.68980 0.0 0.2 -0.4 0.118
H 1.59477 2.15716 -6.80136 0.2 0.1 0.5 0.152
C 1.00719 2.21339 -5.86413 -0.5 0.4 -0.7 -0.147
H -0.10405 1.40622 -3.56293 -0.7 0.8 0.5 -0.055
H 0.01850 -3.90382 -1.45427 0.3 0.2 0.2 0.075
C -1.31208 -0.64548 -6.10537 0.3 -0.3 -0.3 -0.163
H -2.74262 0.15124 -4.70366 0.5 0.6 -0.4 0.074
H -1.49899 -1.48363 -2.24003 -0.3 0.3 1.0 0.010
H -2.74628 -1.15682 2.13986 -0.1 0.0 0.1 0.073
H -0.70428 2.96418 -3.00862 0.1 -0.5 0.0 0.043
C 2.32053 3.54086 -2.72042 -0.4 -0.4 -0.4 -0.285
H 1.35519 -4.37098 -0.40130 -0.1 0.2 -0.3 0.100
C -0.42336 1.96105 -2.65139 0.8 -0.1 -0.8 -0.512
C 0.88773 -3.50478 -0.90264 0.1 -0.5 -0.3 -0.082
F -1.33953 6.80960 2.47495 0.1 0.0 0.0 0.096
H 2.34990 3.16832 -3.74284 0.4 0.7 -0.1 -0.007
H -1.63414 -1.04076 3.51006 0.1 -0.1 -0.1 0.104
C 0.97362 -0.17236 -4.96065 0.5 0.5 -2.4 -0.227
C 0.51308 -2.43199 0.06166 -1.5 0.6 -1.3 -0.275
C -1.84256 0.44487 -5.24732 -1.1 1.5 -1.2 -0.208
C -1.14505 4.44916 2.78481 -0.3 1.4 -0.1 -0.144
C 1.46073 1.10742 -4.98609 1.1 -2.3 -0.8 -0.118
C -1.81670 -0.56848 -2.76088 -0.2 0.4 -1.7 -0.338
F -1.00764 2.16953 3.08197 0.0 -0.1 -0.1 0.057
H 1.91552 4.55004 -2.63648 0.2 0.0 -0.1 0.051
C -1.45911 1.73037 -5.30978 -1.1 -0.1 -0.6 -0.124
C 2.89336 -1.74941 0.80108 0.6 0.2 -0.1 -0.029
H -3.90508 2.85147 -2.60190 0.7 -0.4 0.1 0.058
C 0.66444 -0.88229 1.75023 -1.5 -0.5 0.2 -0.197
C 2.46220 0.88907 -2.20119 -0.2 0.4 -0.3 -0.326
C -1.12800 5.58889 1.96443 0.0 -0.6 -0.8 -0.146
C 1.24780 -0.03634 2.80687 0.0 0.6 0.3 -0.016
H 3.37349 1.34549 -2.58910 0.0 0.0 0.4 0.055
H 2.27481 0.15462 -3.03478 1.5 1.0 0.8 -0.034
C -0.80871 2.96142 0.83727 0.3 -0.6 -0.6 -0.362
H -0.60566 1.72112 -7.26373 0.1 0.4 0.4 0.119
H -1.71943 -0.49400 -7.12884 0.1 -0.5 0.5 0.140
P 1.28831 2.38391 -1.72629 -0.6 -0.8 1.3 1.006
C 1.41579 -1.62636 0.80763 -0.2 -0.5 0.3 -0.196
H 3.29672 -2.08260 -0.16563 -0.1 0.0 0.2 0.074
H 0.53117 -1.72297 -6.32469 0.1 0.1 -0.2 0.122
H 1.36069 -1.04405 -4.35789 1.3 0.8 -2.1 0.071
H -1.84640 0.32983 2.45167 0.0 0.0 -0.1 0.074
H -2.24627 -3.71110 0.88187 0.1 0.4 -0.2 0.115
C 0.23208 -0.68162 -6.18533 -0.8 0.0 -0.2 -0.147
H 2.47306 1.23789 -4.62704 -0.3 0.5 0.8 0.110
H 0.74068 0.92394 2.81145 0.1 0.2 0.0 0.067
H -2.75147 -0.86594 -3.28374 0.8 0.1 0.5 0.078
H -2.91516 -2.18138 0.25409 0.2 -0.3 0.0 0.087
H 3.33511 3.45801 -2.25804 -0.9 0.3 -0.3 0.066
H -3.63306 1.68548 -3.93603 -0.1 0.2 0.4 0.007
H 1.11364 -0.44955 3.81096 0.0 -0.2 -0.1 0.098
H -0.74242 3.33227 -6.50152 0.3 -0.7 0.0 0.134
F -1.06734 6.46616 -0.25405 0.0 -0.2 0.2 0.094
C -1.00381 5.40009 0.56768 -0.4 0.7 1.8 -0.154
C -2.05392 -2.86510 0.19220 -0.5 -0.1 -0.3 -0.034
H 1.64028 -3.15597 -1.63900 0.0 -0.2 -0.1 0.050
H 1.22084 3.17689 -5.39074 0.4 -0.3 0.0 0.112
C -0.46310 2.27320 -6.31435 -0.7 -0.3 0.0 -0.142
H -2.00935 2.49927 -4.74614 0.3 -0.6 -0.2 0.102
H 0.56326 -0.11204 -7.06985 0.0 -0.3 0.5 0.121
H -2.04667 -3.29237 -0.81806 0.1 0.0 0.1 0.064
C -0.98548 3.21536 2.22574 0.1 -0.3 -0.1 -0.149
C -0.92515 4.13852 0.03249 -0.2 0.2 0.8 -0.168
H 2.31924 0.12595 2.66820 -0.1 0.0 0.0 0.074
C -0.80451 -2.13905 0.52052 1.3 -1.6 -0.9 -0.190
```
Forces are in eV/Å.

Summary:
energy relative to the best compared isomer or geometry (same formula, charge and spin)	218.6	kcal/mol
HOMO-LUMO gap (alpha / beta)	0.167 / 0.165	Eh
LUMO energy (alpha / beta)	-0.149 / -0.151	Eh
2S+1	2
highest occupied orbital energy (alpha / beta)	-8.6 / -8.6	eV
total charge	+1